No. 1
Computed, not measured: 2 unconnected molecules or ions with the total composition C12H18F4O10S3 at a distorted geometry, with ωB97M-V with the def2-TZVPD basis set.

## Properties
E_HOMO in eV: 0.166
LUMO energy in eV: 3.237
DFT total energy in a.u.: -2814.49491
Charge: -2
Frontier orbital gap in eV: 3.07

Atoms and positions in Å:
C  -3.0668  2.3922  0.2068
C  -1.6546  1.8009  0.0917
S  -1.7390  0.0010  -0.2270
C  -0.7149  -0.2758  -1.6780
C  0.7399  -0.7089  -1.4096
C  1.4769  0.3079  -0.5356
C  1.3378  0.1910  0.9841
C  2.5448  0.8659  1.6876
C  3.7107  -0.0721  1.8399
O  3.8080  -0.8672  2.7619
O  4.6952  -0.0189  0.9085
O  1.3705  -0.4998  -2.7290
S  1.3556  -1.8058  -3.6237
O  2.6359  -2.1795  -4.0998
O  0.3174  -1.6579  -4.5819
O  0.9512  -2.7895  -2.4635
C  0.9055  -2.2228  -1.0969
C  -0.2620  -2.9915  -0.5106
C  -0.5455  -2.8685  0.9804
F  -0.8646  -4.1521  1.4357
C  2.3010  -2.6636  -0.5602
F  2.5759  -3.9207  -0.9871
F  2.3519  -2.7100  0.7780
F  3.2717  -1.8685  -1.0291
H  -3.7236  1.6061  0.5501
H  -3.0758  3.1673  0.9675
H  -3.4278  2.7325  -0.7536
H  -1.1868  1.9035  1.0624
H  -1.0523  2.3080  -0.6539
H  -0.6152  0.6423  -2.2392
H  -1.1528  -0.9959  -2.3607
H  2.5202  0.3485  -0.8102
H  1.0715  1.2750  -0.8123
H  0.4664  0.7064  1.3506
H  1.3127  -0.8290  1.3423
H  2.2710  1.2569  2.6549
H  2.8654  1.7012  1.0635
H  4.5082  0.6524  0.2485
H  -0.0728  -4.0400  -0.6975
H  -1.1573  -2.7392  -1.0589
H  -1.3953  -2.2472  1.2105
H  0.2917  -2.5407  1.5798
O  -6.1567  5.5039  1.3775
S  -5.1964  4.7679  2.2470
O  -3.8031  5.2704  2.0008
O  -5.2345  3.3105  1.9088
O  -5.5591  4.9535  3.6792

Atomic partial charges in e from the natural (NBO) method, atoms 1 to 8: number 1, C, carries -0.622; number 2, C, carries -0.500; number 3, S, carries 0.167; number 4, C, carries -0.590; number 5, C, carries 0.299; number 6, C, carries -0.452; number 7, C, carries -0.395; number 8, C, carries -0.511

No. 2
Computed, not measured: a molecular structure, C48H44Cl3N2OSSb2V, with ωB97M-V with the def2-TZVPD basis set.

## Properties
E_HOMO (alpha / beta) in eV: -9.644 / -10.298
LUMO energy (alpha / beta) in eV: -2.521 / -2.664
DFT total energy in a.u.: -5243.27629
Charge: +1
Spin multiplicity: 4
Energy relative to the best compared isomer or geometry (same formula, charge and spin) in kJ/mol: 0.0
Frontier orbital gap (alpha / beta) in eV: 7.12 / 7.63

Atoms and positions in Å:
V  0.3664  0.8747  1.2209
C  3.5242  0.5615  4.3894
C  3.0007  1.4255  5.3435
C  1.8098  2.0804  5.0846
C  1.1470  1.8709  3.8723
C  1.6602  1.0113  2.8754
C  2.8606  0.3667  3.1846
C  -0.1700  2.4852  3.6124
C  -0.7613  3.4791  4.4406
C  -1.9952  3.9641  4.1446
C  -2.7070  3.4698  3.0220
C  -3.9981  3.9098  2.6587
C  -4.6277  3.3863  1.5627
C  -3.9919  2.3924  0.7913
C  -2.7382  1.9515  1.1197
C  -2.0688  2.4897  2.2412
N  -0.8119  2.0459  2.5390
H  4.4516  0.0381  4.5884
H  3.5135  1.5804  6.2835
H  1.4006  2.7352  5.8436
H  3.3075  -0.3162  2.4661
H  -0.2187  3.8563  5.2935
H  -2.4483  4.7310  4.7614
H  -4.4827  4.6662  3.2637
H  -5.6183  3.7240  1.2904
H  -4.5075  1.9669  -0.0607
H  -2.2667  1.1577  0.5429
C  0.1280  -3.5056  0.0681
C  1.5603  -3.5082  -0.4786
C  2.4700  -2.3492  -0.0468
Sb  1.9959  -0.3872  -0.8199
C  3.8958  0.5698  -0.9128
C  4.7689  0.4417  -1.9903
C  5.9767  1.1267  -1.9993
C  6.3213  1.9474  -0.9346
C  5.4502  2.0920  0.1355
C  4.2387  1.4137  0.1423
C  1.7907  -0.8774  -2.8746
C  0.8385  -0.2281  -3.6565
C  0.7299  -0.5006  -5.0134
C  1.5714  -1.4342  -5.5999
C  2.5184  -2.0954  -4.8291
C  2.6279  -1.8179  -3.4730
Sb  -1.2907  -2.1322  -0.8392
C  -2.9610  -2.5488  0.4263
C  -4.0028  -1.6231  0.4657
C  -5.1582  -1.8788  1.1924
C  -5.2837  -3.0688  1.8940
C  -4.2512  -3.9959  1.8700
C  -3.0981  -3.7371  1.1404
C  -1.9024  -3.4750  -2.3829
C  -3.1693  -4.0528  -2.4016
C  -3.5241  -4.9392  -3.4105
C  -2.6137  -5.2640  -4.4047
C  -1.3478  -4.6966  -4.3915
C  -0.9967  -3.8023  -3.3896
H  0.1282  -3.3109  1.1443
H  -0.3135  -4.4919  -0.0831
H  1.5357  -3.5924  -1.5686
H  2.0394  -4.4286  -0.1292
H  3.5062  -2.5547  -0.3224
H  2.4471  -2.2422  1.0407
H  4.5155  -0.1849  -2.8360
H  6.6487  1.0182  -2.8410
H  7.2652  2.4767  -0.9421
H  5.7096  2.7355  0.9668
H  3.5585  1.5541  0.9743
H  0.1642  0.4919  -3.2042
H  -0.0175  0.0070  -5.6092
H  1.4856  -1.6523  -6.6564
H  3.1742  -2.8269  -5.2834
H  3.3776  -2.3372  -2.8863
H  -3.9247  -0.6952  -0.0928
H  -5.9632  -1.1548  1.2029
H  -6.1846  -3.2745  2.4573
H  -4.3463  -4.9268  2.4145
H  -2.3171  -4.4867  1.1095
H  -3.8880  -3.8186  -1.6251
H  -4.5126  -5.3804  -3.4152
H  -2.8895  -5.9594  -5.1868
H  -0.6312  -4.9481  -5.1635
H  -0.0079  -3.3665  -3.4010
O  0.8792  2.6302  0.1611
S  0.0754  3.9027  -0.0910
C  1.2510  4.9922  -0.9421
C  1.0627  4.7850  -2.4405
C  -0.4420  4.6235  -2.6367
C  -0.8697  3.5775  -1.6143
H  2.2309  4.7190  -0.5525
H  1.0136  6.0112  -0.6337
H  1.5862  3.8814  -2.7601
H  1.4688  5.6236  -3.0044
H  -0.7075  4.3084  -3.6453
H  -0.9493  5.5719  -2.4453
H  -0.5344  2.5789  -1.9052
H  -1.9320  3.5535  -1.3811
Cl  -2.7820  -1.7772  4.6084
C  -1.0617  -2.0400  4.3141
Cl  -0.0855  -1.2222  5.5432
Cl  -0.6709  -3.7600  4.2765
C  -0.7138  -1.4214  3.0324
N  -0.2911  -0.7660  2.1905

Atomic partial charges in e from the Mulliken method, atoms 1 to 8: number 1, V, carries 0.167; number 2, C, carries -0.934; number 3, C, carries -1.032; number 4, C, carries -0.696; number 5, C, carries 0.198; number 6, C, carries 1.007; number 7, C, carries 0.334; number 8, C, carries 1.106

No. 3
Computed, not measured: C2H3NO3 in the gas phase at a distorted geometry, with ωB97M-V with the def2-TZVPD basis set.

## Properties
SMILES: O=CNC(=O)O
E_HOMO in eV: -10.810
LUMO energy in eV: 0.517
DFT total energy in a.u.: -358.50606
Charge: 0
Energy relative to the best compared isomer or geometry (same formula, charge and spin) in kJ/mol: 62.0
Frontier orbital gap in eV: 11.33

Atoms and positions in Å:
O  -1.7683  -0.3461  0.2773
C  -1.1695  0.6393  -0.0883
N  0.2353  0.6515  -0.1878
C  1.0963  -0.4087  0.2298
O  2.2744  -0.1994  0.2651
O  0.5102  -1.5320  0.6125
H  -1.6899  1.4997  -0.6153
H  0.6652  1.5260  -0.4175
H  -0.1537  -1.8303  -0.0760

Atomic partial charges in e from the natural (NBO) method, atoms 1 to 8: number 1, O, carries -0.572; number 2, C, carries 0.531; number 3, N, carries -0.690; number 4, C, carries 0.894; number 5, O, carries -0.567; number 6, O, carries -0.665; number 7, H, carries 0.136; number 8, H, carries 0.418

No. 4
Computed, not measured: 2 unconnected molecules or ions with the total composition C5H6N at a distorted geometry, with ωB97M-V with the def2-TZVPD basis set.

## Properties
E_HOMO in eV: -14.055
LUMO energy in eV: -5.466
DFT total energy in a.u.: -248.32571
Charge: +1
Energy relative to the best compared isomer or geometry (same formula, charge and spin) in kJ/mol: 761.3
Frontier orbital gap in eV: 8.59

Atoms and positions in Å:
C  1.2184  1.0500  -0.3341
C  1.6874  -0.1721  0.0388
C  -0.9847  0.6402  0.5933
C  -1.0014  0.2776  -0.7305
C  -0.9246  -0.6903  0.3733
N  1.2729  -1.2685  0.2644
H  0.7644  1.3503  0.5822
H  -1.1343  1.3897  1.3308
H  -1.5588  0.5136  -1.6381
H  0.5119  0.7964  -1.0980
H  -1.3433  -1.6604  0.5155
H  1.4920  -2.2266  0.1024

Atomic partial charges in e from the natural (NBO) method, atoms 1 to 8: number 1, C, carries -0.516; number 2, C, carries 0.522; number 3, C, carries -0.082; number 4, C, carries -0.074; number 5, C, carries -0.070; number 6, N, carries -0.564; number 7, H, carries 0.235; number 8, H, carries 0.283

> Which value of DFT total energy does entry 3 give?

-358.50606 a.u.